# B4CuF16

B4CuF16 as an isolated structure in a non-equilibrium geometry (ωB97M-V/def2-TZVPD, the Open Molecules 2025 dataset).

Each line ends with the Löwdin charge.
Element x y z (Å)
Cu (-0.877, -4.283, 14.526)  1.006
B (-0.513, -4.668, 11.839)  -1.301
F (0.562, -4.429, 11.002)  0.138
F (-1.015, -3.569, 12.536)  0.136
F (-1.608, -4.986, 11.039)  0.119
F (-0.117, -5.591, 12.795)  0.158
B (-0.950, -2.122, 16.327)  -1.436
F (0.004, -1.321, 16.783)  0.208
F (-0.844, -2.203, 14.967)  0.158
F (-0.833, -3.431, 16.747)  0.158
F (-2.173, -1.652, 16.756)  0.138
B (-3.071, -5.510, 14.934)  -1.391
F (-2.816, -6.250, 13.836)  0.192
F (-2.049, -5.819, 15.816)  0.158
F (-3.008, -4.206, 14.574)  0.212
F (-4.346, -5.795, 15.475)  0.103
B (1.784, -4.694, 15.180)  -1.398
F (1.220, -3.716, 14.389)  0.176
F (2.649, -5.461, 14.474)  0.167
F (2.610, -4.105, 16.119)  0.131
F (0.755, -5.376, 15.772)  0.169

- E: -90852.096 eV
- LUMO (alpha / beta): 5.61 / 2.67 eV
- Expectation value of S²: 0.75
- Charge: -2
- Multiplicity: 2
- ΔE to the lowest compared entry with this formula, charge and spin: 1.151 eV
- E_HOMO (alpha / beta): -6.04 / -6.04 eV

# B4F16MnNO3

B4F16MnNO3 as an isolated structure in a non-equilibrium geometry (ωB97M-V/def2-TZVPD, the Open Molecules 2025 dataset).

Each line ends with the Löwdin charge.
Element x y z (Å)
Mn (0.089, 0.246, 0.877)  1.609
N (5.251, -0.333, -0.661)  -0.684
O (5.686, 0.226, -1.685)  -0.032
O (4.144, 0.021, -0.275)  -0.014
O (5.897, -1.170, -0.098)  0.003
B (0.942, 4.297, 1.397)  -1.476
F (-0.114, 5.096, 1.723)  0.131
F (2.048, 5.029, 1.448)  0.180
F (1.068, 3.218, 2.292)  0.061
F (0.637, 3.764, 0.196)  0.142
B (-4.263, 0.870, 1.508)  -1.350
F (-4.814, 2.096, 1.844)  0.102
F (-3.053, 0.851, 2.215)  0.053
F (-4.998, -0.215, 1.859)  0.147
F (-3.866, 0.849, 0.163)  0.081
B (0.244, -3.777, 1.550)  -1.487
F (1.148, -4.131, 0.627)  0.175
F (0.738, -2.929, 2.426)  0.158
F (-0.883, -3.121, 1.007)  0.077
F (-0.068, -4.852, 2.346)  0.113
B (-1.171, -1.181, -4.155)  -1.377
F (-0.648, -0.796, -2.953)  0.109
F (-2.230, -2.022, -3.863)  0.097
F (-1.609, -0.144, -4.956)  0.101
F (-0.175, -1.890, -4.832)  0.078

- E: -85156.116 eV
- LUMO (alpha / beta): 1.83 / 1.58 eV
- Expectation value of S²: 8.91
- Charge: -3
- Multiplicity: 6
- ΔE to the lowest compared entry with this formula, charge and spin: 7.189 eV
- E_HOMO (alpha / beta): -2.88 / -1.42 eV

# BCl3H4Mg

BCl3H4Mg as an isolated structure in a non-equilibrium geometry (ωB97M-V/def2-TZVPD, the Open Molecules 2025 dataset).

Each line ends with the Löwdin charge.
Element x y z (Å)
Mg (-0.691, -0.518, -0.307)  -0.403
Cl (-1.926, 0.626, -1.732)  -0.192
Cl (-1.791, -1.334, 1.663)  -0.320
Cl (0.316, -2.312, -1.357)  -0.265
B (0.832, 0.709, 0.330)  -0.531
H (0.927, -0.337, 0.580)  -0.092
H (1.733, 1.245, 0.585)  -0.048
H (0.548, 0.795, -0.708)  -0.096
H (0.051, 1.126, 0.946)  -0.053

- E: -43758.041 eV
- LUMO: 6.14 eV
- Charge: -2
- ΔE to the lowest compared entry with this formula, charge and spin: 1.410 eV
- E_HOMO: -1.96 eV

# BCsF4

BCsF4 as an isolated structure in a non-equilibrium geometry (ωB97M-V/def2-TZVPD, the Open Molecules 2025 dataset).

Each line ends with the Löwdin charge.
Element x y z (Å)
Cs (0.566, -2.744, 1.118)  1.122
B (-0.143, 0.525, -0.237)  -1.285
F (-1.105, 1.167, 0.579)  0.083
F (0.444, 1.515, -1.076)  0.074
F (0.884, 0.039, 0.626)  -0.079
F (-0.646, -0.502, -1.010)  0.085

- E: -12101.230 eV
- LUMO: -1.04 eV
- ΔE to the lowest compared entry with this formula, charge and spin: 0.217 eV
- E_HOMO: -10.95 eV

# BCsH4

BCsH4 as an isolated structure in a non-equilibrium geometry (ωB97M-V/def2-TZVPD, the Open Molecules 2025 dataset).

Each line ends with the Löwdin charge.
Element x y z (Å)
Cs (13.919, -10.615, -18.416)  0.935
B (15.975, -12.128, -22.547)  -0.451
H (15.638, -11.411, -23.280)  -0.112
H (16.494, -12.929, -23.051)  -0.106
H (16.571, -11.612, -21.811)  -0.129
H (15.154, -12.557, -21.994)  -0.136

- E: -1284.998 eV
- LUMO: -1.61 eV
- ΔE to the lowest compared entry with this formula, charge and spin: 2.712 eV
- E_HOMO: -7.04 eV

# BF4H18O9

A 10-piece molecular cluster, BF4H18O9 overall in a non-equilibrium geometry (ωB97M-V/def2-TZVPD, the Open Molecules 2025 dataset).

Each line ends with the Löwdin charge.
Element x y z (Å)
B (0.643, -0.092, 0.168)  -1.240
F (1.236, 0.989, -0.475)  0.134
F (-0.132, 0.425, 1.245)  0.086
F (-0.299, -0.695, -0.721)  0.088
F (1.554, -1.066, 0.534)  0.153
O (-1.370, 2.027, -1.494)  -0.043
H (-1.111, 2.921, -1.251)  0.037
H (-0.963, 1.470, -0.816)  0.002
O (0.259, -2.316, 3.528)  -0.063
H (0.611, -2.288, 2.632)  0.017
H (-0.336, -1.557, 3.583)  -0.009
O (0.979, 2.264, 3.232)  -0.052
H (0.460, 2.890, 2.721)  0.033
H (1.310, 1.644, 2.574)  0.016
O (-3.089, -2.612, -2.634)  -0.069
H (-2.713, -2.201, -1.847)  0.005
H (-2.433, -3.265, -2.890)  0.028
O (-1.825, -2.738, 0.375)  -0.049
H (-2.532, -2.334, 0.884)  0.033
H (-1.167, -2.034, 0.260)  0.003
O (-1.843, -0.237, 3.250)  -0.058
H (-1.060, 0.107, 2.794)  0.008
H (-2.513, -0.254, 2.562)  0.039
O (4.306, -0.259, 0.346)  -0.059
H (3.371, -0.237, 0.588)  -0.003
H (4.606, 0.649, 0.436)  0.027
O (-0.448, 0.339, -4.234)  -0.061
H (0.107, -0.031, -3.542)  0.023
H (-0.405, 1.287, -4.081)  0.009
O (1.784, 2.597, -2.870)  -0.060
H (0.883, 2.711, -2.550)  0.001
H (2.130, 1.897, -2.306)  0.022

- E: -30276.178 eV
- LUMO: 2.53 eV
- Charge: -1
- ΔE to the lowest compared entry with this formula, charge and spin: 0.231 eV
- E_HOMO: -8.22 eV